[1]
Entry from the OMol25 dataset: 2 unconnected molecules or ions with the total composition C2H7N2S at a distorted geometry (the ωB97M-V functional and the def2-TZVPD basis).

Values from the calculation:
* total energy: -588.01224 Ha
* ⟨S²⟩: 0.753
* molar mass: 91.16 g mol⁻¹
* HOMO energy (alpha / beta): -8.5 / -8.5 eV
* spin multiplicity: 2
* orbital gap (alpha / beta): 9.29 / 6.13 eV
* strongest force on any atom: 0.0428 hartree/bohr

Last column: natural (NBO) charge in e.
Cartesian coordinates (Å):
S: 0.470 0.376 2.091  0.12
N: 0.607 0.444 -3.319  -0.79
N: -0.040 0.115 -1.089  -0.85
C: -0.855 -0.588 2.817  -0.81
C: 0.865 0.307 -2.082  0.31
H: 1.925 0.367 -1.777  0.13
H: 1.183 1.108 -3.814  0.36
H: -0.920 -0.167 -1.488  0.40
H: -0.769 -0.450 3.888  0.23
H: -1.866 -0.380 2.467  0.23
H: -0.739 -1.623 2.472  0.25
H: 0.140 0.489 -0.167  0.41

=====

[2]
Entry from the OMol25 dataset: a single C2H3N3O molecule (the ωB97M-V functional and the def2-TZVPD basis).

Values from the calculation:
* total energy: -317.49228 Ha
* SMILES string: Nc1ncon1
* molar mass: 85.07 g mol⁻¹
* HOMO energy: -9.6 eV
* orbital gap: 10.61 eV
* strongest force on any atom: 0.0085 hartree/bohr

Last column: natural (NBO) charge in e.
Cartesian coordinates (Å):
O: -1.544 -0.995 0.127  -0.28
N: -0.190 -1.291 0.288  -0.20
N: 1.741 0.067 0.202  -0.81
N: -0.483 0.919 -0.116  -0.52
C: -1.621 0.308 -0.097  0.37
C: 0.384 -0.126 0.121  0.44
H: 2.017 1.017 0.001  0.40
H: 2.302 -0.624 -0.274  0.40
H: -2.607 0.725 -0.253  0.20

=====

[3]
Entry from the OMol25 dataset: 2 unconnected molecules or ions with the total composition CH3N3O2S at a distorted geometry (the ωB97M-V functional and the def2-TZVPD basis).

Values from the calculation:
* total energy: -752.82515 Ha
* molar mass: 121.12 g mol⁻¹
* HOMO energy: -10.1 eV
* orbital gap: 10.39 eV
* strongest force on any atom: 0.0835 hartree/bohr

Last column: natural (NBO) charge in e.
Cartesian coordinates (Å):
S: -2.531 1.270 -0.036  1.69
O: -2.209 0.602 -1.283  -0.94
O: -3.096 0.400 1.000  -0.92
N: -2.590 -2.650 -0.088  0.02
N: -1.680 -2.134 -0.442  -0.02
N: -0.555 0.941 0.707  -0.65
C: 0.200 0.171 -0.003  -0.01
H: -0.369 0.122 -1.034  0.25
H: -0.158 1.194 1.656  0.38
H: 1.112 -0.309 0.315  0.20

=====

[4]
Entry from the OMol25 dataset: 2 unconnected molecules or ions with the total composition H3NO3P at a distorted geometry (the ωB97M-V functional and the def2-TZVPD basis).

Values from the calculation:
* total energy: -623.53284 Ha
* molar mass: 96.00 g mol⁻¹
* HOMO energy (alpha / beta): -3.2 / -3.5 eV
* charge: -1
* orbital gap (alpha / beta): 6.92 / 7.60 eV
* strongest force on any atom: 0.0756 hartree/bohr

Last column: natural (NBO) charge in e.
Cartesian coordinates (Å):
P: 0.467 0.471 -0.397  1.32
O: -0.366 -0.335 -1.410  -1.18
O: -1.429 -0.574 0.734  -0.52
O: 1.780 -0.586 -0.093  -1.07
N: -0.366 0.174 1.038  -0.45
H: -1.194 -0.675 -0.232  0.47
H: -1.603 1.964 0.665  -0.04
H: 2.710 -0.439 -0.306  0.48

=====

[5]
Entry from the OMol25 dataset: a gas-phase ion, C3H7ClNO (charge +1) at a distorted geometry (the ωB97M-V functional and the def2-TZVPD basis).

Values from the calculation:
* total energy: -708.36430 Ha
* SMILES string: [NH3+][C@]1(CCl)CO1
* molar mass: 108.55 g mol⁻¹
* HOMO energy: -15.7 eV
* charge: +1
* orbital gap: 12.15 eV
* strongest force on any atom: 0.0978 hartree/bohr

Last column: natural (NBO) charge in e.
Cartesian coordinates (Å):
Cl: -2.427 -0.141 0.672  -0.04
O: 1.517 0.183 0.488  -0.42
N: -0.214 -1.308 -0.075  -0.71
C: 0.289 0.094 0.038  0.35
C: -0.939 0.930 0.739  -0.37
C: 1.290 0.616 -0.855  -0.10
H: -0.695 -1.584 -0.929  0.46
H: 1.487 1.638 -1.021  0.23
H: -0.773 -1.476 0.742  0.46
H: -0.658 1.188 1.697  0.24
H: 0.620 -1.985 0.013  0.46
H: -1.103 1.803 0.155  0.25
H: 1.605 0.043 -1.663  0.20

=====

[6]
Entry from the OMol25 dataset: a molecular structure, C43H46N9O4RbS2 at a distorted geometry (the ωB97M-V functional and the def2-TZVPD basis).

Values from the calculation:
* total energy: -3280.45207 Ha
* molar mass: 902.50 g mol⁻¹
* HOMO energy: -1.1 eV
* charge: -2
* orbital gap: 3.75 eV
* strongest force on any atom: 0.0389 hartree/bohr

Last column: natural (NBO) charge in e.
Cartesian coordinates (Å):
Rb: -0.265 -1.161 0.440  0.90
S: 2.944 -2.673 1.053  -0.42
S: -6.377 1.963 -4.707  -0.15
O: -2.935 -1.776 1.984  -0.69
O: -1.622 -3.367 0.537  -0.84
O: -2.641 -4.464 -1.129  -0.71
O: 0.148 -2.841 -1.647  -0.78
N: 2.840 -0.654 -1.121  -0.11
N: 0.139 -1.397 3.709  -0.46
N: 3.958 -1.149 -1.053  -0.20
N: 6.209 -2.360 -1.103  -0.44
N: 5.215 -2.938 -0.285  -0.36
N: -0.398 1.180 2.857  -0.69
N: -2.449 -0.363 -1.839  -0.41
N: -0.535 2.412 0.404  -0.44
N: -4.653 0.718 -6.218  -0.77
C: -3.029 0.777 5.437  -0.23
C: -2.634 -3.642 -0.215  0.77
C: 1.570 0.306 -2.904  -0.17
C: -0.026 2.473 2.781  0.27
C: 7.300 0.891 0.269  -0.20
C: 8.334 1.220 -0.603  -0.31
C: -2.157 1.388 4.543  -0.30
C: -1.984 2.468 0.504  -0.41
C: 0.640 4.357 1.366  -0.24
C: -2.082 -0.414 -3.114  0.03
C: -1.126 0.680 3.891  0.14
C: -0.082 2.793 -0.915  -0.41
C: 3.687 1.318 -2.352  -0.22
C: -2.883 -0.567 5.746  -0.30
C: 0.069 3.102 1.500  0.05
C: 8.634 0.333 -1.632  -0.20
C: 0.008 -3.779 -2.699  -0.24
C: -5.037 1.044 -4.962  0.12
C: 3.465 2.287 -3.321  -0.21
C: 1.458 -0.833 3.965  -0.42
C: 4.112 -2.258 -0.114  0.15
C: -6.234 -1.398 0.554  -0.20
C: -3.663 0.120 -1.572  0.06
C: -2.884 0.018 -4.158  -0.20
C: -3.897 -2.847 0.067  -0.20
C: -4.997 -2.968 -0.773  -0.17
C: -6.162 -2.247 -0.551  -0.30
C: -3.975 -1.969 1.163  0.33
C: -4.528 0.594 -2.547  -0.20
C: 6.865 -1.174 -0.917  0.19
C: 2.732 0.334 -2.146  0.08
C: -1.825 -1.276 5.171  -0.27
C: 7.920 -0.843 -1.788  -0.29
C: 1.372 1.253 -3.897  -0.24
C: 1.107 5.071 2.472  -0.32
C: 0.137 -2.835 3.829  -0.42
C: -5.156 -1.260 1.410  -0.29
C: 6.568 -0.277 0.125  -0.25
C: 0.400 3.249 3.888  -0.32
C: 2.315 2.254 -4.101  -0.22
C: 0.960 4.508 3.733  -0.22
C: -4.140 0.547 -3.876  -0.12
C: -0.944 -0.685 4.279  0.19
H: -3.838 1.353 5.878  0.18
H: -1.692 -2.318 5.436  0.20
H: -2.426 1.926 -0.331  0.18
H: -7.140 -0.833 0.746  0.20
H: 4.196 3.072 -3.469  0.21
H: -3.968 0.112 -0.532  0.22
H: -5.186 -0.604 2.272  0.23
H: 6.693 -3.047 -1.649  0.37
H: 0.472 1.223 -4.503  0.20
H: 4.582 1.322 -1.741  0.24
H: 1.290 5.057 4.610  0.19
H: 2.146 3.014 -4.854  0.20
H: 0.548 -3.380 -3.561  0.15
H: -0.466 2.074 -1.643  0.19
H: 7.053 1.561 1.084  0.21
H: -5.502 0.979 -2.278  0.24
H: -4.907 -3.649 -1.611  0.23
H: 1.770 -1.024 5.007  0.14
H: -4.135 -0.136 -6.354  0.39
H: 1.552 6.050 2.343  0.19
H: 0.719 4.804 0.381  0.19
H: -0.826 -3.243 3.516  0.20
H: -2.223 -2.373 1.602  0.50
H: -5.332 0.938 -6.929  0.40
H: -2.353 3.508 0.480  0.16
H: 1.008 2.769 -0.959  0.21
H: -2.303 1.998 1.436  0.23
H: -1.038 -3.946 -2.961  0.18
H: 2.187 -1.286 3.294  0.22
H: 8.165 -1.525 -2.596  0.19
H: 5.776 -0.507 0.824  0.23
H: 1.439 0.239 3.787  0.23
H: -2.296 2.430 4.275  0.20
H: 0.321 2.803 4.873  0.20
H: -0.427 3.796 -1.230  0.15
H: -2.504 -0.046 -5.169  0.20
H: 9.434 0.562 -2.328  0.19
H: 8.891 2.140 -0.483  0.20
H: -7.003 -2.339 -1.227  0.20
H: 0.911 -3.241 3.176  0.22
H: -3.561 -1.059 6.434  0.19
H: -1.099 -0.829 -3.312  0.20
H: 0.346 -3.183 4.858  0.15
H: 0.450 -4.744 -2.434  0.17
H: 0.853 -0.481 -2.695  0.22
H: -0.357 -3.180 -0.880  0.50